A molecular structure, C38H39BeNO2P2SiTe. Source: the OMol25 dataset; level of theory: wB97M-V/def2-TZVPD.

Relative energy (zero: lowest compared OMol25 entry of this formula, charge and spin) ... 190.3 kJ/mol
Orbital gap ... 4.04 eV
Energy ... -79773.0438 eV
Charge ... -2
Lowest unoccupied orbital energy ... 4.05 eV

Geometry (Å):
Be1 -0.042 0.921 -0.034
Te1 -0.956 -4.365 -0.500
C1 -0.489 -5.559 1.199
C2 -1.067 -6.811 1.403
C3 -0.700 -7.563 2.508
N1 0.186 -7.167 3.422
C4 0.737 -5.967 3.220
C5 0.444 -5.144 2.145
C6 -0.285 -2.509 0.086
P1 1.495 -2.335 -0.162
C7 1.748 -0.971 -1.334
C8 2.162 1.440 -0.746
C9 2.966 1.926 -1.963
C10 2.255 1.444 -3.156
C11 2.033 -0.043 -3.471
C12 2.322 -1.169 -2.531
C13 2.213 -1.633 1.387
C14 1.653 -1.813 2.649
C15 2.337 -1.450 3.801
C16 3.604 -0.887 3.716
C17 4.169 -0.679 2.463
C18 3.482 -1.050 1.316
P2 -1.423 -1.161 0.350
C19 -1.947 -1.187 2.132
C20 -2.487 -0.028 2.687
C21 -2.914 -0.005 4.006
C22 -2.799 -1.141 4.800
C23 -2.255 -2.298 4.261
C24 -1.834 -2.314 2.937
C25 -3.082 -1.672 -0.321
C26 -3.608 -0.981 -1.407
C27 -4.863 -1.281 -1.924
C28 -5.627 -2.284 -1.350
C29 -5.124 -2.980 -0.258
C30 -3.870 -2.677 0.248
H1 -1.812 -7.198 0.716
H2 -1.152 -8.537 2.675
H3 1.460 -5.643 3.963
H4 0.935 -4.183 2.039
H5 2.729 1.060 0.104
H6 3.275 2.966 -2.006
H7 2.291 2.060 -4.055
H8 1.922 -0.286 -4.527
H9 2.832 -2.079 -2.830
H10 0.659 -2.230 2.724
H11 1.867 -1.592 4.768
H12 4.136 -0.593 4.614
H13 5.147 -0.219 2.376
H14 3.931 -0.881 0.342
H15 -2.541 0.867 2.081
H16 -3.321 0.909 4.424
H17 -3.122 -1.119 5.835
H18 -2.153 -3.190 4.869
H19 -1.395 -3.215 2.522
H20 -3.032 -0.186 -1.855
H21 -5.240 -0.721 -2.772
H22 -6.608 -2.521 -1.746
H23 -5.711 -3.768 0.202
H24 -3.500 -3.233 1.099
C31 0.844 1.608 2.381
O1 0.089 0.888 1.484
H25 1.883 1.249 2.437
H26 0.424 1.521 3.397
H27 0.878 2.684 2.144
C32 2.022 3.999 -0.156
C33 1.388 2.682 -0.511
O2 0.117 2.635 -0.579
H28 1.662 4.796 -0.812
H29 3.107 3.942 -0.203
H30 1.720 4.254 0.865
C34 -0.368 1.596 -5.408
Si1 -0.642 0.890 -3.671
C35 -1.929 2.012 -2.870
C36 -1.273 -0.871 -3.913
C37 0.946 0.783 -2.774
C38 1.104 0.390 -1.260
H31 -1.293 1.567 -5.993
H32 0.390 1.024 -5.949
H33 -0.032 2.635 -5.356
H34 -2.900 1.918 -3.368
H35 -1.597 3.050 -2.947
H36 -2.059 1.809 -1.807
H37 -2.288 -0.941 -4.313
H38 -1.229 -1.432 -2.976
H39 -0.592 -1.371 -4.609

Atomic partial charges in e from the Löwdin method, atoms 1 to 6:
1. Be 0.09
2. Te 1.18
3. C -0.55
4. C -0.16
5. C -0.20
6. N 0.02



A single C4H6N2 molecule. Source: the OMol25 dataset; level of theory: wB97M-V/def2-TZVPD.

Relative energy (zero: lowest compared OMol25 entry of this formula, charge and spin) ... 46.8 kJ/mol
Orbital gap ... 10.04 eV
Energy ... -7225.1063 eV
Charge ... 0
Lowest unoccupied orbital energy ... 0.97 eV
SMILES ... Cc1ccn[nH]1

Geometry (Å):
C1 0.410 1.364 0.993
C2 0.103 0.203 0.102
C3 -0.864 -0.002 -0.858
C4 -0.717 -1.355 -1.237
N1 0.270 -1.946 -0.582
N2 0.751 -0.983 0.219
H1 1.485 1.573 1.050
H2 -0.094 2.264 0.632
H3 0.050 1.162 2.009
H4 -1.580 0.720 -1.226
H5 -1.301 -1.923 -1.951
H6 1.538 -1.191 0.813

Atomic partial charges in e from the Löwdin method, atoms 1 to 6:
1. C -0.03
2. C -0.33
3. C -0.05
4. C -0.18
5. N 0.02
6. N -0.01



3 unconnected molecules or ions with the total composition C4H15NO2 at a distorted geometry. Source: the OMol25 dataset; level of theory: wB97M-V/def2-TZVPD.

Relative energy (zero: lowest compared OMol25 entry of this formula, charge and spin) ... 305.3 kJ/mol
Orbital gap ... 8.87 eV
Energy ... -9973.9217 eV
Charge ... 0
Lowest unoccupied orbital energy ... 0.56 eV
SMILES ... CCNCC.O.O

Geometry (Å):
C1 -1.992 -0.449 -0.165
C2 -1.163 0.693 0.440
N1 0.220 0.809 -0.021
C3 1.188 0.737 1.091
C4 1.288 -0.748 1.721
H1 -1.473 -1.324 -0.512
H2 -2.438 0.021 -1.024
H3 -2.846 -0.874 0.549
H4 -1.491 1.799 0.198
H5 -1.308 0.673 1.512
H6 0.433 0.128 -0.775
H7 2.221 1.061 0.674
H8 0.923 1.534 1.902
H9 1.879 -1.460 1.091
H10 1.837 -0.780 2.514
H11 0.342 -1.180 1.758
H12 -0.775 1.909 -1.825
H13 0.612 2.089 -1.787
O1 -0.192 2.635 -1.726
H14 0.431 -2.932 -1.691
H15 1.572 -2.132 -1.774
O2 0.733 -2.209 -2.150

Atomic partial charges in e from the Löwdin method, atoms 1 to 6:
1. C -0.09
2. C -0.31
3. N -0.16
4. C -0.23
5. C -0.06
6. H 0.04



A single C2H2N2OS molecule at a distorted geometry. Source: the OMol25 dataset; level of theory: wB97M-V/def2-TZVPD.

Relative energy (zero: lowest compared OMol25 entry of this formula, charge and spin) ... 93.7 kJ/mol
Orbital gap ... 10.85 eV
Energy ... -17968.0050 eV
Charge ... 0
Lowest unoccupied orbital energy ... 0.23 eV
SMILES ... N#CC(=O)NS

Geometry (Å):
C1 1.307 -0.669 0.143
C2 0.701 0.679 -0.139
N1 1.778 -1.689 0.371
N2 -0.625 0.517 -0.311
O1 1.240 1.772 -0.091
S1 -1.571 -0.936 -0.389
H1 -1.690 -1.140 0.839
H2 -1.140 1.465 -0.422

Atomic partial charges in e from the Löwdin method, atoms 1 to 6:
1. C -0.16
2. C -0.56
3. N 0.18
4. N -0.34
5. O 0.08
6. S 0.83



A molecular structure, C3H10O5SSi at a distorted geometry. Source: the OMol25 dataset; level of theory: wB97M-V/def2-TZVPD.

Orbital gap ... 8.17 eV
Energy ... -32225.2203 eV
Charge ... 0
Lowest unoccupied orbital energy ... -1.48 eV

Geometry (Å):
C1 2.641 0.139 0.023
C2 1.665 -0.337 -1.059
C3 0.339 -0.071 -0.500
O1 -0.161 -2.622 0.189
O2 -2.401 -0.574 0.311
O3 -4.443 1.065 1.209
O4 -4.948 -1.141 -0.131
O5 -3.710 0.905 -1.473
Si1 -3.928 0.116 -0.007
S1 -0.340 -1.327 0.742
H1 3.168 1.086 -0.167
H2 2.094 0.099 0.964
H3 3.448 -0.600 0.026
H4 1.795 -1.346 -1.255
H5 2.001 0.025 -1.962
H6 0.140 0.851 0.057
H7 -0.402 -0.186 -1.231
H8 -5.213 0.799 1.754
H9 -4.557 -1.976 -0.126
H10 -3.934 1.739 -1.577

Atomic partial charges in e from the Löwdin method, atoms 1 to 6:
1. C -0.09
2. C -0.29
3. C -0.34
4. O -0.42
5. O -0.44
6. O -0.09



A single C4H6N2O3 molecule at a distorted geometry. Source: the OMol25 dataset; level of theory: wB97M-V/def2-TZVPD.

Relative energy (zero: lowest compared OMol25 entry of this formula, charge and spin) ... 241.7 kJ/mol
Orbital gap ... 7.11 eV
Energy ... -13366.4734 eV
Charge ... 0
Lowest unoccupied orbital energy ... 0.17 eV

Geometry (Å):
C1 -0.083 -2.051 0.051
C2 0.276 1.190 -0.414
C3 -0.705 -0.793 -0.124
N1 1.132 2.022 -1.038
C4 -1.218 -0.015 0.980
O1 -0.123 0.123 -1.069
O2 0.824 -2.381 -0.931
N2 -0.220 1.317 0.798
O3 -0.377 -2.856 0.927
H1 1.059 -3.306 -0.765
H2 1.260 2.959 -0.704
H3 1.421 1.776 -1.973
H4 0.060 2.039 1.441
H5 -2.196 0.447 0.854
H6 -1.108 -0.470 1.966

Atomic partial charges in e from the Löwdin method, atoms 1 to 6:
1. C -0.56
2. C -0.45
3. C -0.22
4. N 0.21
5. C -0.01
6. O 0.09



2 unconnected molecules or ions with the total composition CH6NO2 at a distorted geometry. Source: the OMol25 dataset; level of theory: wB97M-V/def2-TZVPD.

Relative energy (zero: lowest compared OMol25 entry of this formula, charge and spin) ... 73.7 kJ/mol
Orbital gap ... 8.02 eV
Energy ... -6719.0666 eV
Charge ... -1
Lowest unoccupied orbital energy ... 4.78 eV

Geometry (Å):
N1 -1.527 -0.691 0.543
C1 -0.989 0.465 -0.420
O1 0.169 1.137 -0.071
H1 -1.593 -0.143 1.485
H2 -0.708 -1.279 0.545
H3 -1.913 0.963 -0.416
H4 -0.907 0.132 -1.542
H5 1.425 0.030 -0.014
H6 1.591 -1.401 -0.183
O2 2.172 -0.669 -0.074

Atomic partial charges in e from the Löwdin method, atoms 1 to 6:
1. N -0.07
2. C -0.53
3. O -0.37
4. H 0.07
5. H -0.02
6. H 0.02



2 unconnected molecules or ions with the total composition C4H9N2 at a distorted geometry. Source: the OMol25 dataset; level of theory: wB97M-V/def2-TZVPD.

Relative energy (zero: lowest compared OMol25 entry of this formula, charge and spin) ... 592.8 kJ/mol
Orbital gap ... 11.00 eV
Energy ... -7261.9977 eV
Charge ... +1
Lowest unoccupied orbital energy ... -3.52 eV

Geometry (Å):
C1 2.232 -0.584 -1.345
C2 1.377 -0.745 -0.123
C3 0.252 0.065 -0.724
C4 -1.130 0.066 1.477
N1 1.545 0.600 -0.821
N2 -0.668 0.872 0.264
H1 3.347 -0.590 -1.427
H2 1.737 -1.032 -2.252
H3 1.365 -0.936 0.900
H4 -0.508 -0.582 -2.030
H5 -2.069 -0.359 1.183
H6 -0.405 -0.734 1.599
H7 -1.063 0.789 2.318
H8 -0.141 1.702 0.483
H9 -1.587 1.183 -0.163

Atomic partial charges in e from the Löwdin method, atoms 1 to 6:
1. C -0.07
2. C -0.09
3. C -0.27
4. C 0.04
5. N 0.03
6. N 0.06